--- A ---
{"formula": "C30H84N6O9", "method": "the ωB97M-V functional and the def2-TZVPD basis", "symbols": ["C", "O", "C", "C", "C", "N", "H", "H", "H", "H", "H", "H", "H", "H", "H", "H", "H", "C", "O", "C", "C", "C", "N", "H", "H", "H", "H", "H", "H", "H", "H", "H", "H", "H", "C", "O", "C", "C", "C", "N", "H", "H", "H", "H", "H", "H", "H", "H", "H", "H", "H", "C", "O", "C", "C", "C", "N", "H", "H", "H", "H", "H", "H", "H", "H", "H", "H", "H", "C", "O", "C", "C", "C", "N", "H", "H", "H", "H", "H", "H", "H", "H", "H", "H", "H", "C", "O", "C", "C", "C", "N", "H", "H", "H", "H", "H", "H", "H", "H", "H", "H", "H", "C", "C", "O", "H", "H", "H", "H", "H", "H", "C", "C", "O", "H", "H", "H", "H", "H", "H", "C", "C", "O", "H", "H", "H", "H", "H", "H"], "positions_angstrom": [[-5.5034, 1.1161, 2.9082], [-4.1270, 1.2397, 3.1698], [-3.6228, 0.3955, 4.2018], [-3.3603, -1.0339, 3.7791], [-2.4864, -1.6737, 4.8261], [-2.6095, -0.9378, 2.5525], [-5.7512, 1.9079, 2.2395], [-6.0319, 1.1941, 3.8414], [-5.6341, 0.1604, 2.4227], [-2.7351, 0.8575, 4.5497], [-4.3956, 0.3939, 5.0112], [-4.3351, -1.5899, 3.6279], [-1.5175, -1.2091, 4.8452], [-2.3118, -2.6814, 4.5151], [-2.9665, -1.6792, 5.8472], [-3.0906, -0.4610, 1.8055], [-2.4978, -1.9027, 2.2577], [-3.7543, -0.5035, -0.5258], [-3.5641, -0.4100, -2.0005], [-3.6269, -1.6238, -2.6872], [-3.0290, -1.6056, -4.0626], [-2.9789, -3.0806, -4.5803], [-1.7241, -1.0357, -4.0135], [-4.7927, -0.8117, -0.2468], [-3.5735, 0.4895, -0.2243], [-3.0681, -1.2680, -0.1324], [-3.1669, -2.4728, -2.0712], [-4.6805, -1.9361, -2.7101], [-3.6340, -1.0532, -4.7758], [-3.9663, -3.5977, -4.4722], [-2.2348, -3.6076, -3.9947], [-2.6248, -3.0650, -5.5990], [-1.0848, -1.8007, -3.8318], [-1.6361, -0.3202, -3.3221], [2.6795, 5.4823, 1.1404], [2.4175, 6.8323, 0.8835], [3.0667, 7.3377, -0.3030], [2.7801, 6.5608, -1.5392], [3.5951, 7.2562, -2.6755], [1.3454, 6.4354, -1.8749], [3.7003, 5.1837, 1.1576], [2.2188, 4.7859, 0.4852], [2.3467, 5.2313, 2.1416], [2.6353, 8.3635, -0.5273], [4.1122, 7.3963, -0.0304], [3.1302, 5.5672, -1.3035], [3.6543, 6.6255, -3.5544], [4.6108, 7.4562, -2.2338], [3.2013, 8.2334, -2.8900], [0.9066, 7.2770, -2.1792], [0.8054, 5.9323, -1.1977], [-1.8242, -5.5877, -1.4085], [-1.9564, -5.4527, -0.0483], [-0.8371, -4.8545, 0.5611], [-1.2230, -4.9091, 2.0681], [-1.2046, -6.4492, 2.4457], [-2.5527, -4.2603, 2.1868], [-1.1851, -6.4371, -1.6609], [-1.4129, -4.6143, -1.7202], [-2.8122, -5.6894, -1.7882], [0.1226, -5.2955, 0.3982], [-0.7182, -3.8503, 0.1811], [-0.5229, -4.4350, 2.7168], [-1.4120, -6.5520, 3.4999], [-0.1292, -6.7550, 2.3718], [-1.9580, -6.8930, 1.7686], [-2.9005, -4.4716, 3.1062], [-3.1287, -4.6648, 1.4615], [-2.6584, 3.8560, -5.9926], [-1.7009, 3.1407, -5.2383], [-0.6400, 3.8716, -4.8024], [0.2432, 2.9809, -3.8496], [-0.5510, 2.6604, -2.6027], [1.5199, 3.7580, -3.5610], [-2.2664, 4.1983, -6.9095], [-2.9813, 4.7367, -5.4014], [-3.4319, 3.1148, -6.1549], [-0.1077, 4.2854, -5.6403], [-0.9343, 4.7968, -4.2441], [0.5408, 2.0393, -4.2934], [-0.0278, 2.0589, -1.9154], [-1.5364, 2.2547, -2.8748], [-0.6932, 3.6077, -2.0794], [2.1582, 3.8357, -4.3816], [1.3222, 4.7124, -3.2493], [0.9330, -1.1709, -0.6478], [2.3159, -1.6100, -0.5722], [2.3702, -2.7152, 0.2539], [3.8598, -2.9580, 0.6846], [4.0338, -4.4156, 1.0545], [4.2842, -2.0697, 1.7505], [0.8729, -0.3831, -1.3330], [0.5810, -0.8289, 0.3490], [0.3209, -2.0430, -1.0074], [1.7898, -2.5669, 1.1745], [1.9307, -3.6401, -0.1898], [4.4630, -2.6146, -0.2007], [4.0284, -4.9966, 0.1025], [3.3442, -4.8020, 1.7929], [5.0494, -4.4711, 1.3588], [4.0036, -1.0999, 1.5037], [3.8225, -2.3792, 2.6643], [1.5440, -4.5501, 5.0012], [1.0267, -3.1836, 4.8362], [1.9406, -2.3903, 3.9850], [0.9459, -5.1172, 5.7241], [2.5722, -4.5305, 5.3702], [1.5205, -5.1778, 4.0887], [0.9124, -2.6928, 5.7538], [-0.0385, -3.1668, 4.4213], [1.3345, -1.7119, 3.5713], [1.5636, 1.5428, 3.4805], [0.2523, 1.0748, 2.8978], [0.0020, -0.2780, 3.1322], [1.6523, 2.5775, 3.1918], [2.4792, 1.0580, 3.1647], [1.4411, 1.3521, 4.5872], [0.3368, 1.2531, 1.8110], [-0.6003, 1.6347, 3.2293], [-0.9020, -0.5131, 2.7937], [4.8426, 1.4180, -2.5835], [4.5696, 2.8893, -2.2895], [3.4965, 3.0917, -1.3645], [5.3776, 1.3220, -3.5553], [3.9164, 0.8371, -2.6499], [5.5276, 0.9862, -1.8642], [4.2998, 3.3568, -3.2122], [5.5056, 3.3214, -1.8768], [2.7881, 3.2739, -1.9814]], "homo_ha": -0.3072, "orbital_gap_ev": 8.93, "lumo_energy_ha": 0.0208, "multiplicity": 1, "smiles": "COC[C@H](C)N.COC[C@H](C)N.COC[C@H](C)N.COC[C@H](C)N.COC[C@H](C)N.COC[C@H](C)N.CCO.CCO.CCO"}

--- B ---
{"formula": "C30H84N6O9", "method": "the ωB97M-V functional and the def2-TZVPD basis", "symbols": ["C", "O", "C", "C", "C", "N", "H", "H", "H", "H", "H", "H", "H", "H", "H", "H", "H", "C", "O", "C", "C", "C", "N", "H", "H", "H", "H", "H", "H", "H", "H", "H", "H", "H", "C", "O", "C", "C", "C", "N", "H", "H", "H", "H", "H", "H", "H", "H", "H", "H", "H", "C", "O", "C", "C", "C", "N", "H", "H", "H", "H", "H", "H", "H", "H", "H", "H", "H", "C", "O", "C", "C", "C", "N", "H", "H", "H", "H", "H", "H", "H", "H", "H", "H", "H", "C", "O", "C", "C", "C", "N", "H", "H", "H", "H", "H", "H", "H", "H", "H", "H", "H", "C", "C", "O", "H", "H", "H", "H", "H", "H", "C", "C", "O", "H", "H", "H", "H", "H", "H", "C", "C", "O", "H", "H", "H", "H", "H", "H"], "positions_angstrom": [[-2.4258, -6.4926, -0.4595], [-1.7326, -5.4425, 0.1810], [-2.0691, -5.5344, 1.6115], [-1.0546, -4.5885, 2.3937], [-1.1447, -3.1206, 1.8794], [0.3381, -4.9435, 2.0256], [-3.4950, -6.3573, -0.2960], [-2.0713, -7.4628, -0.1112], [-2.2294, -6.4722, -1.5315], [-3.0781, -5.1518, 1.7653], [-1.9963, -6.5111, 2.0898], [-1.2707, -4.6088, 3.4619], [-0.7227, -3.0727, 0.8755], [-0.4688, -2.5460, 2.5128], [-2.1202, -2.6344, 1.8851], [0.3696, -4.5865, 1.0813], [0.3927, -5.9521, 2.0217], [-3.4276, 4.3631, 0.9671], [-3.2545, 2.9902, 0.7544], [-3.8532, 2.4525, -0.4309], [-3.2402, 2.9302, -1.7729], [-4.1689, 2.4471, -2.9533], [-1.8946, 2.4759, -1.9473], [-3.1468, 5.0941, 0.2089], [-2.8437, 4.6044, 1.8554], [-4.5028, 4.5265, 1.0404], [-4.0507, 1.3807, -0.4117], [-4.9063, 2.7251, -0.5004], [-3.2996, 4.0185, -1.7917], [-3.7123, 2.6067, -3.9301], [-5.1875, 2.8179, -3.0676], [-4.2653, 1.3622, -2.9121], [-1.2104, 2.7281, -1.2484], [-1.9735, 1.4875, -1.7548], [3.3384, -5.2649, -2.8421], [3.3410, -3.8284, -2.6421], [2.5791, -3.4497, -1.4827], [2.6819, -1.9289, -1.0440], [4.2227, -1.5287, -1.0297], [2.1470, -1.6811, 0.3050], [2.5557, -5.7082, -2.2265], [4.2460, -5.8184, -2.6012], [2.9253, -5.4224, -3.8384], [1.5540, -3.7172, -1.7390], [2.8063, -4.1676, -0.6946], [2.0009, -1.3696, -1.6856], [4.9060, -2.3303, -0.7489], [4.2617, -0.6063, -0.4503], [4.5910, -1.1994, -2.0013], [2.7930, -1.5940, 1.0765], [1.5167, -0.8929, 0.2647], [-1.0887, 0.6807, 1.3454], [-0.2058, 1.0013, 0.2122], [1.0782, 1.5377, 0.6201], [1.3734, 3.0061, 0.2156], [2.2057, 3.7707, 1.2230], [0.1428, 3.7381, 0.0038], [-0.9590, 1.3099, 2.2260], [-0.7111, -0.2808, 1.6932], [-2.1155, 0.7140, 0.9811], [1.1006, 1.5118, 1.7096], [1.8831, 0.8879, 0.2765], [1.9267, 2.8853, -0.7156], [1.6894, 3.7869, 2.1828], [2.2764, 4.7271, 0.7049], [3.1975, 3.3428, 1.3692], [0.1065, 4.6297, 0.4769], [-0.6127, 3.2163, 0.4246], [-1.1966, -4.4821, -4.4281], [-1.6242, -3.1150, -4.3359], [-1.9373, -2.8067, -2.9877], [-1.9837, -1.2720, -3.0788], [-0.7715, -0.4760, -3.3978], [-2.3420, -0.7855, -1.7206], [-0.4848, -4.9210, -3.7290], [-0.7915, -4.5705, -5.4362], [-2.0378, -5.1751, -4.4419], [-2.8621, -3.3819, -2.9411], [-1.2793, -3.1217, -2.1778], [-2.8315, -0.9987, -3.7069], [0.0658, -0.5657, -2.7056], [-1.0786, 0.5698, -3.3915], [-0.3164, -0.6693, -4.3691], [-1.5694, -0.9283, -1.0859], [-3.0130, -1.4380, -1.3408], [1.0988, 3.2674, 5.8647], [1.2265, 1.9931, 5.1523], [2.4449, 1.2522, 5.2531], [2.1275, -0.2018, 4.8480], [1.3903, -0.9941, 5.9954], [3.2803, -0.9351, 4.4503], [0.7137, 3.9689, 5.1246], [2.0763, 3.6858, 6.1045], [0.5382, 3.1811, 6.7954], [3.2244, 1.7953, 4.7186], [2.7347, 1.2812, 6.3035], [1.4527, -0.1281, 3.9951], [1.0009, -1.9261, 5.5858], [0.5037, -0.3902, 6.1885], [1.8469, -1.1681, 6.9698], [2.8519, -1.7992, 4.1507], [3.8996, -1.2184, 5.1961], [-4.9633, -1.4117, 1.0681], [-5.2435, -1.9247, -0.3231], [-4.4331, -2.9696, -0.7292], [-5.6790, -0.7404, 1.5425], [-4.0158, -0.8803, 0.9791], [-4.8860, -2.2614, 1.7465], [-5.2276, -1.1632, -1.1028], [-6.2358, -2.3717, -0.3832], [-4.8896, -3.6271, -1.2593], [0.6276, 5.7498, -3.4074], [-0.6847, 5.1566, -3.8453], [-0.6811, 3.8160, -4.1770], [1.4264, 5.5931, -4.1323], [0.8520, 5.2257, -2.4784], [0.4924, 6.8012, -3.1536], [-1.0074, 5.6365, -4.7692], [-1.4434, 5.4449, -3.1177], [-1.1839, 3.4367, -3.4524], [6.1621, 5.2278, 0.4198], [6.7832, 4.1304, -0.5406], [8.1857, 4.4259, -0.5333], [5.0906, 5.2915, 0.2306], [6.5434, 6.2163, 0.1640], [6.3202, 5.0200, 1.4781], [6.3296, 4.2533, -1.5240], [6.6945, 3.1257, -0.1273], [8.6711, 3.7822, -1.0545]], "homo_ha": -0.3203, "orbital_gap_ev": 9.16, "lumo_energy_ha": 0.0165, "multiplicity": 1, "smiles": "COC[C@H](C)N.COC[C@H](C)N.COC[C@H](C)N.COC[C@H](C)N.COC[C@H](C)N.COC[C@H](C)N.CCO.CCO.CCO"}

Most stable to least stable: A, B

--- A ---
{"formula": "H25O12", "method": "the ωB97M-V functional and the def2-TZVPD basis", "symbols": ["O", "H", "H", "O", "H", "H", "O", "H", "O", "H", "H", "O", "H", "H", "O", "H", "H", "O", "H", "H", "O", "H", "H", "O", "H", "H", "O", "H", "H", "O", "H", "H", "O", "H", "H", "H", "H"], "positions_angstrom": [[-3.1048, 2.3141, 0.5438], [-0.0153, 3.5784, -0.5330], [2.1434, -1.9724, -1.8096], [-3.2046, -0.3234, 1.7562], [-2.7057, 0.5292, 1.8565], [-1.3511, -1.0888, 1.5249], [1.5661, -0.5810, 1.7273], [-3.6186, -1.3781, -0.0497], [3.7213, 0.9593, 1.6447], [2.5628, -0.0025, 1.7303], [3.8800, 1.3012, 2.5851], [2.1171, 0.7774, -0.7770], [2.5812, 0.7462, -1.5741], [1.7218, 1.7133, -0.8955], [0.5378, 2.7581, -0.9208], [1.1664, 2.5953, 0.7706], [-0.1185, 2.4149, -1.5949], [-0.6031, -0.6805, 0.8950], [1.5559, -0.6830, 0.7316], [-3.8590, 2.6303, 0.0109], [2.5487, -2.0488, -1.0127], [3.3812, -1.7111, -1.0640], [-4.0564, -0.2902, 2.2597], [-3.2136, -1.5780, -0.8543], [0.7500, 0.0149, 1.9360], [-3.4545, -2.4505, -1.0838], [-0.2208, -3.4148, -0.2841], [-0.5701, -4.1137, -0.8719], [0.8083, -3.4493, -0.4542], [1.2567, 2.7556, 1.7370], [3.2399, 1.6591, 1.0466], [-2.7172, 2.8961, 1.1316], [-0.9481, -2.0922, -3.6428], [-0.7319, -1.0833, 0.1543], [-1.7473, -2.6612, -3.5682], [1.4650, 3.8694, 1.5415], [-0.7631, -1.9097, -4.5928]], "homo_ha": [-0.1054, -0.3800], "orbital_gap_ev": [3.08, 10.42], "lumo_energy_ha": [0.0078, 0.0031], "s_squared": 0.751, "multiplicity": 2}

--- B ---
{"formula": "H25O12", "method": "the ωB97M-V functional and the def2-TZVPD basis", "symbols": ["O", "H", "H", "O", "H", "H", "O", "H", "O", "H", "H", "O", "H", "H", "O", "H", "H", "O", "H", "H", "O", "H", "H", "O", "H", "H", "O", "H", "H", "O", "H", "H", "O", "H", "H", "H", "H"], "positions_angstrom": [[-0.4304, -2.9076, 2.0579], [-4.2867, 0.1131, -0.8244], [0.8971, -0.2194, -2.6213], [1.3345, 1.2707, 0.4572], [1.1521, 0.6058, 1.3075], [1.7682, 0.7854, -0.3136], [3.1283, 2.9637, 1.3434], [0.0132, -0.4072, 2.6480], [-3.4903, -2.5835, 0.1436], [4.0625, 2.7372, 1.4617], [-3.6295, -2.0770, 0.9474], [-2.4771, 1.4161, 2.9688], [-1.6906, 1.4504, 3.5112], [-2.8123, 2.3104, 2.9135], [-3.8997, 0.0215, 0.0250], [-2.7072, 1.6601, -3.0552], [-4.1787, 0.4468, 0.8233], [3.3675, 0.1995, -0.7273], [4.1709, 0.5430, -0.2818], [-0.6315, -3.2963, 1.2161], [1.5471, 0.4688, -2.3751], [1.0215, 1.2791, -2.4137], [2.1233, 1.8169, 0.7795], [0.8208, -0.4405, 2.1190], [2.8274, 3.8379, 1.5930], [0.5516, -1.0039, 1.3706], [2.9392, -2.3824, -1.0645], [3.4209, -2.4912, -1.8970], [3.7225, -1.9446, -0.6954], [-2.9288, 1.9987, -2.1720], [-3.3425, -1.8620, -0.4569], [-1.1887, -2.7090, 2.5706], [-0.3045, -1.4024, -2.4675], [3.4653, 0.6902, -1.5548], [-1.0992, -1.6415, -2.9503], [-3.1479, 2.8801, -2.5164], [-0.0882, -2.1266, -1.8701]], "homo_ha": [-0.0942, -0.3916], "orbital_gap_ev": [2.47, 10.45], "lumo_energy_ha": [-0.0035, -0.0075], "s_squared": 0.751, "multiplicity": 2}

Most stable to least stable: B, A